Molecular formula: C35H35InN3OPSTe
Method: DFT, ωB97M-V/def2-TZVPD

The geometry in XYZ format:
```
78
Properties=species:S:1:pos:R:3
In 3.584 -1.169 -0.188
O 4.376 -0.528 2.231
N 3.310 -1.382 2.642
C 2.375 -0.687 3.155
C 2.292 0.770 3.438
C 1.905 1.069 4.744
C 1.891 2.378 5.197
C 2.239 3.404 4.332
C 2.568 3.122 3.013
C 2.601 1.812 2.542
P 2.868 1.485 0.755
C 1.920 2.771 -0.120
C 2.447 4.037 -0.381
C 1.672 5.000 -1.009
C 0.369 4.707 -1.398
C -0.150 3.437 -1.180
C 0.625 2.472 -0.548
C 4.594 1.932 0.387
C 4.979 1.855 -0.957
C 6.284 2.142 -1.335
C 7.218 2.492 -0.368
C 6.848 2.550 0.970
C 5.540 2.267 1.350
H 5.166 -1.049 2.443
H 1.564 -1.320 3.512
H 1.644 0.262 5.420
H 1.613 2.593 6.220
H 2.234 4.430 4.678
H 2.794 3.939 2.339
H 3.470 4.270 -0.108
H 2.088 5.980 -1.206
H -0.234 5.464 -1.885
H -1.150 3.197 -1.524
H 0.233 1.471 -0.410
H 4.243 1.619 -1.721
H 6.567 2.102 -2.379
H 8.236 2.724 -0.659
H 7.579 2.818 1.723
H 5.262 2.316 2.396
C -5.266 -3.511 -4.080
C -4.038 -3.043 -3.345
C -3.619 -1.720 -3.418
C -2.478 -1.267 -2.764
C -2.079 0.181 -2.938
C -1.752 -2.208 -2.012
Te 0.020 -1.577 -1.116
C -2.134 -3.559 -1.921
C -1.346 -4.614 -1.183
C -3.284 -3.942 -2.596
H -5.874 -2.674 -4.419
H -5.878 -4.157 -3.451
H -4.981 -4.093 -4.960
H -4.191 -1.016 -4.013
H -2.911 0.752 -3.350
H -1.242 0.284 -3.633
H -1.776 0.646 -1.999
H -0.912 -4.244 -0.255
H -0.532 -4.987 -1.807
H -1.985 -5.462 -0.935
H -3.597 -4.980 -2.542
N -1.396 0.782 1.808
C -1.780 -0.375 1.280
S -0.625 -1.716 1.213
N -2.991 -0.509 0.796
C -3.710 -1.711 0.436
C -3.554 -2.897 1.132
C -4.353 -3.980 0.792
C -5.300 -3.870 -0.218
C -5.447 -2.669 -0.900
C -4.650 -1.583 -0.573
H -0.446 0.901 2.126
H -2.036 1.548 1.961
H -3.546 0.334 0.728
H -2.850 -2.980 1.952
H -4.245 -4.909 1.338
H -5.934 -4.713 -0.461
H -6.188 -2.572 -1.684
H -4.763 -0.640 -1.101
```

The calculation puts the calculated total energy at -2791.3952 Ha. As for the net charge: +2. The gap between HOMO and LUMO is 7.1 eV. Its molecular weight is 819.144 g/mol. The calculation puts the LUMO energy at -6.184 eV.

Löwdin atomic charge list, values in e, 4 entries:
1. In 0.790
2. O -0.238
3. N -0.008
4. C -0.137